Entry 1:
A molecular structure, C15H24N3S in a non-equilibrium geometry. Source: the Open Molecules 2025 dataset; level of theory: ωB97M-V/def2-TZVPD.

## Properties
HOMO   -11.36 eV
LUMO energy   -3.021 eV
Charge   +1
Orbital gap   8.3 eV
Spin multiplicity   1

Geometry as XYZ:
```
43
Properties=species:S:1:pos:R:3:forces:R:3:nbo_charge:R:1
S 1.1776 -0.2796 1.6591 -0.05 0.81 -2.46 -0.211
N -1.1789 1.3700 2.4687 -0.33 -0.31 0.43 -0.492
N 0.8481 -0.0152 -1.0909 0.88 2.10 0.53 -0.567
N 0.1221 1.8433 0.1180 -0.06 -4.05 -0.07 -0.493
C -2.0492 1.1204 3.7695 10.69 -12.16 -1.84 -0.150
C -2.0839 1.1189 1.2435 7.29 -0.65 -1.11 -0.220
C -0.1705 -3.1181 -4.7076 -0.09 4.39 -4.09 -0.191
C -1.4141 1.7518 -0.0701 1.32 -0.40 1.00 -0.230
C 0.3266 -3.2524 -2.3922 2.10 10.00 -7.18 -0.129
C 0.5519 2.4832 1.3046 -4.80 9.66 -3.44 -0.197
C 0.9801 -1.3498 -3.6927 5.06 13.92 -1.39 -0.203
C -1.0133 0.7048 4.9145 4.46 3.79 -6.22 -0.580
C -0.3111 -3.5945 -3.4982 -2.08 -9.62 1.87 -0.205
C 1.5394 -1.2923 -1.2627 2.54 0.00 0.40 -0.093
C 1.0177 -1.7807 -2.5544 -2.04 -10.64 10.99 -0.028
C -0.4123 2.7993 2.3872 -6.93 -2.89 -2.05 -0.209
C 0.5051 -1.8094 -4.7165 -7.31 -7.94 -12.44 -0.194
C 3.1087 -1.0709 -1.4107 -0.69 -2.86 -4.42 -0.616
C 0.7714 0.5589 0.1064 -1.11 -0.95 0.49 0.419
H -0.7442 -4.8768 -3.5055 0.76 4.02 0.33 0.195
H 1.3573 2.1905 1.7766 4.66 -1.31 1.09 0.237
H 3.2054 -0.4101 -2.3365 0.57 -0.67 1.54 0.220
H 3.6333 -0.8531 -0.5767 1.12 2.00 2.89 0.223
H -2.5043 0.0114 3.6546 0.47 2.63 -0.55 0.210
H 0.2949 -1.4139 -5.7365 1.12 0.67 1.14 0.241
H -2.9328 1.5815 1.3528 -5.06 1.95 1.00 0.206
H -1.7441 1.0809 -0.8993 0.87 0.79 0.36 0.246
H -1.5042 0.3422 5.6370 -3.85 -2.33 5.91 0.199
H -1.5980 2.8032 -0.3146 -0.88 -0.30 0.31 0.231
H 0.7778 0.6386 -1.9635 0.05 -1.68 2.09 0.446
H 0.5296 3.8422 0.7673 1.23 -3.41 1.81 0.183
H 1.3091 -0.0129 -3.9531 -0.40 -3.54 1.17 0.122
H -2.0677 0.0443 1.1047 -0.60 -0.08 0.13 0.231
H -0.1495 0.7273 2.3546 -2.33 -0.10 0.44 0.408
H -0.4604 1.7237 5.2531 -0.59 -2.94 -0.58 0.214
H -0.3636 -0.3017 4.5559 -1.26 3.37 0.62 0.235
H -2.7327 1.7047 3.8140 -7.99 7.79 1.20 0.165
H -0.0496 2.8088 3.3477 1.22 1.10 2.03 0.231
H 1.4695 -1.9577 -0.3263 -0.88 0.97 -1.71 0.264
H 3.7570 -2.1030 -1.6131 -2.34 2.16 -0.19 0.238
H -1.4400 3.3805 2.1951 3.10 -0.02 0.37 0.217
H -0.7903 -3.5135 -5.6092 1.62 0.80 1.68 0.245
H 0.4322 -3.6247 -1.5548 0.55 -4.06 7.94 0.183
```
Positions in Å, forces in eV/Å.

---

Entry 2:
A molecular structure, C15H24N4O5Tm in a non-equilibrium geometry. Source: the Open Molecules 2025 dataset; level of theory: ωB97M-V/def2-TZVPD.

## Properties
HOMO (spin up / spin down)   -10.10 / -10.10 eV
LUMO energy (spin up / spin down)   -3.534 / -3.534 eV
Charge   +1
Orbital gap (spin up / spin down)   6.6 / 6.6 eV
Spin multiplicity   3

Geometry as XYZ:
```
49
Properties=species:S:1:pos:R:3:forces:R:3:nbo_charge:R:1
Tm -0.0597 0.6742 0.1464 0.80 0.74 -0.09 1.856
O -0.9690 -1.6065 0.7168 -0.33 -0.01 -0.05 -0.919
O -2.0817 2.9412 -1.3945 0.43 0.11 -0.82 -1.010
O 2.4098 -1.7544 -0.6634 -0.70 0.84 0.07 -0.554
O -2.1742 0.5716 -2.3055 0.88 -0.31 0.26 -0.562
O -0.5107 2.7765 0.4678 -0.49 0.54 0.64 -1.171
N -0.9556 0.0477 -1.8957 0.28 -1.55 -2.81 -0.216
N 1.2414 -1.0433 -1.0566 0.07 -1.70 -2.00 -0.163
N -1.7844 1.0223 1.8273 0.09 0.15 0.83 -0.512
N 0.8170 0.2214 2.3197 -0.65 -0.20 1.24 -0.533
C -0.4044 -0.8631 -2.7137 -2.85 2.40 1.48 0.243
C 1.7220 1.9212 -0.8659 -0.36 0.65 0.49 -1.287
C -3.0268 3.0411 3.2530 0.21 0.06 -0.14 -0.135
C -3.6127 2.5320 2.0948 0.02 -0.11 0.26 -0.215
C 1.9585 0.4900 4.8358 -0.17 0.30 -0.32 -0.126
C -2.9585 1.5218 1.4048 0.69 0.09 0.84 0.079
C 1.5705 -2.4610 -3.0478 0.18 -0.18 -0.26 -0.690
C -1.0640 -1.3307 -3.9658 -0.01 0.06 -0.42 -0.690
C 0.8217 -1.4500 -2.2535 1.91 0.28 2.86 0.221
C 0.2075 1.0162 3.2609 0.87 -0.48 -0.24 0.207
C 0.8477 1.2636 4.4919 -0.54 -0.10 -0.41 -0.209
C 2.4405 -0.4636 3.9348 -0.20 -0.04 0.17 -0.238
C -1.7829 2.5672 3.6630 0.85 -0.71 -0.14 -0.203
C -1.1641 1.5358 2.9313 -1.07 0.58 -0.65 0.182
C 1.8541 -0.5585 2.6808 -0.37 0.89 0.46 0.078
H 2.8274 -1.1848 0.0024 -0.12 0.07 -0.32 0.489
H -1.4404 -2.3595 -3.8319 0.11 0.34 -0.03 0.246
H -3.3451 1.1459 0.4616 -0.01 -0.07 0.13 0.220
H 2.4243 0.6291 5.8088 -0.03 -0.07 -0.23 0.243
H -1.2227 2.9829 4.5112 -0.68 -0.02 -0.37 0.226
H -0.5203 -2.4282 0.4899 -0.09 -0.04 -0.07 0.508
H 2.1496 -1.9603 -3.8486 -0.23 -0.23 0.37 0.261
H -0.3294 -1.3557 -4.7861 -0.26 -0.03 0.24 0.246
H -4.5584 2.9007 1.7183 0.08 0.06 0.10 0.244
H 2.1903 -1.2950 1.9596 0.07 0.17 -0.02 0.198
H -0.1542 3.5844 0.8596 -0.06 -0.39 -0.38 0.505
H 1.7761 2.0038 -1.9500 0.35 -0.40 -0.29 0.215
H -1.7887 3.4264 -2.2011 -0.16 -0.32 1.10 0.491
H -1.3401 2.9886 -0.6029 -0.43 0.41 -0.51 0.516
H 0.4287 2.0396 5.1525 0.38 -0.76 -0.17 0.236
H 0.8867 -3.1765 -3.5285 0.23 0.25 0.18 0.242
H 1.2515 2.8970 -0.5866 0.85 -0.70 -0.20 0.230
H -3.4978 3.8465 3.8127 0.02 -0.19 -0.15 0.240
H 2.2593 -2.9804 -2.3730 -0.18 0.03 -0.53 0.266
H 3.2454 -1.1384 4.2065 -0.07 0.16 -0.03 0.244
H -2.1639 1.5518 -1.9425 -0.13 -0.30 0.01 0.505
H -1.9144 -1.8080 0.8123 0.41 0.05 0.04 0.514
H -1.9025 -0.6800 -4.2492 0.37 -0.24 0.21 0.272
H 2.7320 1.9187 -0.4324 0.02 -0.06 -0.29 0.210
```
Positions in Å, forces in eV/Å.

---

Entry 3:
A single C15H24O molecule. Source: the Open Molecules 2025 dataset; level of theory: ωB97M-V/def2-TZVPD.

## Properties
HOMO   -8.32 eV
LUMO energy   0.895 eV
Orbital gap   9.2 eV
SMILES string   CCCCCCCCCc1ccc(O)cc1
Spin multiplicity   1

Geometry as XYZ:
```
40
Properties=species:S:1:pos:R:3:forces:R:3:nbo_charge:R:1
O -1.1042 4.6417 -4.3530 -0.07 0.14 -0.14 -0.668
C -0.1494 0.6024 0.4308 0.34 -0.36 -0.05 -0.377
C 0.5057 -2.6382 3.6489 0.01 -0.12 -0.20 -0.400
C -0.8062 -0.7827 2.4443 0.06 -0.33 -0.14 -0.384
C -0.7530 2.3858 -3.7363 -0.10 0.33 -0.14 -0.268
C 0.8125 -6.3741 2.5831 -0.17 0.11 0.15 -0.600
C 0.8649 0.7916 -0.7053 -0.32 0.13 0.15 -0.409
C 0.0345 4.1328 -2.2916 -0.09 0.11 -0.13 -0.293
C 0.5226 3.1815 -1.4146 -0.03 -0.11 -0.08 -0.181
C -0.8339 -2.1910 3.0403 0.03 0.26 0.20 -0.396
C -0.2628 1.4471 -2.8513 0.05 0.11 0.08 -0.181
C 0.2644 -5.1478 3.3026 0.24 0.03 -0.23 -0.395
C -0.6076 3.7405 -3.4591 0.13 -0.16 0.24 0.303
C 0.3831 1.8265 -1.6806 0.19 -0.08 -0.01 -0.050
C 0.1318 -0.6591 1.2434 -0.29 0.32 0.17 -0.398
C 1.0764 -3.8932 2.9867 -0.16 0.01 0.34 -0.386
H -1.1245 -2.8851 2.2495 -0.09 -0.08 -0.03 0.191
H 1.1118 -3.7458 1.9049 0.06 0.01 -0.10 0.191
H -0.9371 5.5378 -4.0376 -0.01 -0.14 -0.02 0.478
H -0.1293 1.4774 1.0839 -0.07 0.08 0.01 0.197
H -0.7764 -4.9964 3.0101 -0.07 0.02 0.07 0.194
H -1.8196 -0.5292 2.1223 -0.03 0.09 0.02 0.199
H -0.5171 -0.0616 3.2122 -0.04 0.08 0.04 0.195
H 0.9993 -0.1601 -1.2233 0.07 -0.02 0.00 0.204
H 0.2798 -5.3221 4.3811 -0.07 0.04 0.05 0.193
H -1.1525 0.5359 0.0024 -0.04 0.05 0.03 0.199
H -0.3820 0.3969 -3.0757 0.00 -0.12 -0.03 0.208
H 1.2340 -1.8315 3.5542 0.04 0.07 0.07 0.199
H 1.8438 -6.5604 2.8751 0.12 -0.06 -0.01 0.200
H 0.3834 -2.8340 4.7161 0.06 0.04 0.05 0.200
H -1.6154 -2.2258 3.8017 -0.06 -0.09 -0.05 0.205
H 0.0024 -1.5298 0.5963 0.05 -0.08 -0.06 0.191
H -1.2507 2.0918 -4.6467 -0.06 -0.04 -0.12 0.222
H 0.7846 -6.2278 1.5051 0.02 -0.03 -0.12 0.200
H 0.1516 5.1865 -2.0718 0.01 0.09 0.02 0.204
H 2.1026 -4.0445 3.3311 0.07 -0.04 -0.07 0.198
H 1.1707 -0.6496 1.5783 0.10 -0.09 -0.03 0.195
H 1.0206 3.5011 -0.5106 0.07 0.03 0.10 0.208
H 1.8283 1.0872 -0.2842 0.06 -0.08 -0.02 0.207
H 0.2230 -7.2557 2.8245 0.01 -0.14 -0.04 0.207
```
Positions in Å, forces in eV/Å.

---

Entry 4:
A single C15H24O5 molecule. Source: the Open Molecules 2025 dataset; level of theory: ωB97M-V/def2-TZVPD.

## Properties
HOMO   -9.44 eV
LUMO energy   0.735 eV
Orbital gap   10.2 eV
SMILES string   COC(C[C@H](O)C[C@H](O)COCc1ccccc1)OC
Spin multiplicity   1

Geometry as XYZ:
```
44
Properties=species:S:1:pos:R:3:forces:R:3:nbo_charge:R:1
O -2.8803 -3.3497 0.8976 0.21 0.17 -0.14 -0.551
O 1.5047 -2.1167 0.4053 0.22 -0.37 0.33 -0.712
O -4.5718 -1.8574 0.3149 -0.08 -0.04 0.09 -0.547
O -1.5130 -0.3483 2.5056 -0.23 0.29 0.38 -0.715
O 2.8886 0.3272 0.2661 -0.13 -0.07 0.11 -0.552
C 0.0901 -0.1584 0.6973 -0.04 -0.60 0.10 -0.454
C -3.3189 -2.0218 0.9354 0.10 0.40 0.19 0.376
C 2.0977 -0.1216 -0.8145 -0.34 -0.29 -0.24 -0.089
C 0.9702 -0.9940 -0.2421 0.09 0.81 -0.24 0.084
C -3.6148 -4.2202 1.7299 -0.12 -0.02 0.04 -0.252
C 3.5301 4.3409 -2.2095 0.02 0.11 -0.07 -0.204
C 3.9948 3.1170 -1.7594 -0.01 -0.09 0.12 -0.242
C 2.4953 4.9781 -1.5468 0.01 0.08 -0.08 -0.219
C -2.2118 -1.1556 0.3238 -0.15 -0.43 0.53 -0.472
C 3.9302 1.1933 -0.1252 0.26 0.01 0.10 -0.093
C 1.9291 4.3902 -0.4279 -0.06 0.01 0.07 -0.193
C 3.4362 2.5258 -0.6351 -0.02 -0.10 -0.04 0.030
C -4.6133 -2.2142 -1.0532 0.04 -0.01 0.01 -0.266
C -1.0614 -0.9630 1.3180 0.23 -0.03 -0.64 0.104
C 2.4003 3.1727 0.0279 0.04 -0.04 0.01 -0.246
H 4.7985 2.6188 -2.2830 0.07 -0.07 -0.06 0.210
H -0.3035 0.7021 0.1510 -0.03 0.12 -0.01 0.199
H -4.0973 -3.1623 -1.2244 -0.06 0.02 -0.06 0.183
H -3.1988 -5.2133 1.5748 -0.06 -0.02 0.08 0.193
H -4.1631 -1.4384 -1.6812 -0.02 -0.03 -0.02 0.165
H 4.5283 1.3420 0.7804 0.01 -0.04 -0.16 0.202
H -3.5036 -1.7039 1.9751 0.08 -0.14 -0.23 0.173
H -5.6668 -2.3174 -1.3071 0.05 0.00 -0.09 0.193
H 1.9651 2.7065 0.8996 -0.07 -0.05 0.09 0.220
H -2.6398 -0.1855 0.0574 0.03 0.05 -0.05 0.204
H 4.5615 0.7093 -0.8858 -0.03 0.07 0.09 0.171
H 3.9737 4.7950 -3.0834 0.03 0.04 -0.07 0.214
H -3.5058 -3.9316 2.7814 -0.01 -0.04 -0.02 0.171
H -1.8821 0.5145 2.2812 0.03 -0.03 0.04 0.458
H 2.1176 -1.7915 1.0775 0.02 -0.05 -0.04 0.473
H 2.1299 5.9302 -1.9021 -0.03 0.07 -0.03 0.214
H 0.3763 -1.3883 -1.0727 0.07 0.10 0.00 0.180
H 0.7217 0.2072 1.5105 -0.04 0.05 -0.02 0.225
H 1.6766 0.7279 -1.3696 0.01 -0.07 0.04 0.178
H 1.1212 4.8837 0.0924 -0.06 0.04 0.04 0.212
H -1.8386 -1.6489 -0.5718 0.00 0.03 -0.17 0.220
H -0.6889 -1.9442 1.6273 -0.02 0.12 -0.07 0.203
H -4.6775 -4.2168 1.4682 0.05 -0.04 0.02 0.178
H 2.7133 -0.7192 -1.5037 -0.05 0.05 0.07 0.176
```
Positions in Å, forces in eV/Å.

---

What ΔE to the lowest compared entry with this formula, charge and spin values result from the calculations? In sequence: 0.0, 26.4, 11.9, 12.7 kJ/mol.